This record from the OMol25 dataset describes a structure of composition C4H11NaO3. The level of theory is ωB97M-V with the def2-TZVPD basis set.

Structure (ORCA input):
```
! RIJCOSX wB97M-V def2-TZVPD def2/J DEFGRID3
* xyz 0 1
O 2.046 -1.230 3.874
C 2.446 -2.566 3.973
C 1.401 -3.552 3.481
O 1.086 -3.280 2.122
C 0.138 -4.175 1.580
Na 0.623 -0.999 1.978
H 2.684 -2.852 5.016
H 3.370 -2.708 3.385
H 0.482 -3.468 4.087
H 1.790 -4.581 3.575
H -0.051 -3.874 0.542
H 0.523 -5.207 1.590
H -0.806 -4.139 2.148
O -0.347 -0.793 3.989
H 0.971 -1.052 4.144
C -0.876 0.229 4.760
H -1.753 0.703 4.277
H -1.220 -0.124 5.756
H -0.148 1.045 4.957
*
```

LUMO level in eV: -0.38
HOMO in eV: -8.119
Kohn-Sham gap in eV: 7.74
Energy in Ha: -547.00639